Computed, not measured: 13 unconnected molecules or ions with the total composition C22H75N5O13 at a distorted geometry, with ωB97M-V/def2-TZVPD.

Geometry as ORCA input:
```
! wB97M-V def2-TZVPD RIJCOSX def2/J DEFGRID3
* xyz 0 1
H 7.94 -2.24 2.47
C 4.86 -2.96 0.98
C 6.09 -2.09 1.30
H 5.08 -1.08 2.73
H 7.38 -3.76 1.97
H 1.21 5.39 -5.65
H -1.81 0.79 4.19
C -0.61 -0.63 -0.09
H -0.36 3.74 -5.30
H -1.47 4.56 -1.68
C 2.62 2.50 -1.98
H -2.34 4.39 -4.09
H -5.87 -5.01 1.22
H 3.11 2.21 -2.91
H 3.04 -3.92 -0.49
N -0.38 -4.27 0.79
H 2.46 3.58 -1.91
O 0.39 -2.59 2.89
H -4.37 -1.13 -1.15
H -0.48 -0.76 5.01
H 0.82 0.07 -4.38
C -1.77 3.62 -2.15
O -3.97 -4.80 1.26
O 0.41 -0.44 -1.02
N 3.04 0.51 -0.69
H -0.02 -0.24 -1.86
C -1.61 -4.95 1.13
H -6.54 1.35 -1.30
H -2.71 -3.28 1.92
H -0.99 1.57 0.22
C -2.77 -3.97 1.08
H -1.15 -4.95 3.31
H -2.77 -3.36 0.17
O -2.44 1.44 4.52
C -5.46 1.36 -1.45
H 1.61 2.08 -2.04
H -6.85 3.68 -2.04
H 6.56 -3.07 3.24
H -0.47 -1.19 3.56
H -1.17 2.81 -1.73
O 0.20 5.05 -3.83
H 0.29 2.99 -3.86
H -5.16 0.89 -2.38
H -4.20 -1.12 0.66
C -1.41 -5.65 2.51
H -2.27 2.47 -5.06
H 1.81 6.26 -4.27
C 3.39 2.58 0.50
H -2.33 -6.07 2.91
H -5.71 0.61 1.52
C 4.44 2.41 2.69
H -1.30 -0.51 -3.46
O -0.64 -0.43 4.12
H -3.27 2.34 -3.80
H 4.37 -3.42 1.84
O 1.34 1.47 4.06
C -0.68 0.68 0.78
H -1.96 2.27 4.48
N -2.30 2.30 -4.06
C -4.77 -0.79 -0.20
H -4.22 1.25 1.59
H 2.03 -2.49 -0.60
H 5.26 1.85 3.14
H 3.65 2.23 3.42
H 1.12 -3.17 3.09
C -1.72 3.61 -3.67
C 1.37 5.31 -4.57
O 3.85 -2.25 0.32
H -2.78 3.39 -1.79
H 2.38 2.59 0.91
C -0.31 3.83 -4.22
H 0.36 -4.96 0.75
H 1.82 -1.05 2.35
C 2.71 -3.03 0.05
H -0.33 -1.41 0.62
H 4.71 3.46 2.61
H -0.15 -3.08 2.28
H -3.67 1.09 -0.30
H 4.54 1.99 -1.06
H 2.05 0.38 -0.57
H 0.56 0.94 3.88
N -5.09 1.26 1.07
H -5.35 -3.44 1.97
C -5.20 -4.16 1.16
H 2.29 -0.25 -4.56
H 6.68 -1.86 0.40
H 2.53 -0.03 3.21
H -5.82 -1.08 -0.20
C 3.48 1.90 -0.86
H 6.34 -0.45 2.43
H 5.24 -3.81 0.42
H 1.02 2.37 4.07
H 3.71 3.62 0.40
H -0.58 -4.02 -0.17
H -0.66 -6.43 2.58
H -1.11 0.99 -3.42
O 4.18 1.85 1.46
O 2.65 -0.58 2.43
H 3.18 0.05 -1.58
H -1.81 -5.64 0.31
H -5.25 -3.62 0.21
H -1.55 -0.90 -0.57
N 5.60 -0.86 1.89
H -1.45 0.58 1.54
H -5.65 3.53 -3.35
C -4.69 0.72 -0.28
H -5.51 4.65 -1.93
C 7.02 -2.79 2.29
O 1.49 -0.07 -5.05
C -5.79 3.65 -2.27
O -0.64 0.16 -3.31
O -5.03 2.72 -1.49
H 0.27 0.97 1.23
H 2.12 -3.38 0.90
H 2.13 4.56 -4.33
*
```

The calculation puts the orbital gap at 7.569 eV. The value obtained for the calculated total energy is -58094.123 eV. The value obtained for the energy relative to the best compared isomer or geometry (same formula, charge and spin) is 67.9 kJ/mol.

Computed, not measured: 16 unconnected molecules or ions with the total composition C22H76N6O16 at a distorted geometry, with ωB97M-V/def2-TZVPD.

Geometry as ORCA input:
```
! wB97M-V def2-TZVPD RIJCOSX def2/J DEFGRID3
* xyz 0 1
C -3.67 2.77 2.04
C 2.25 0.06 2.80
O -4.61 1.56 -2.82
O -2.66 1.91 1.36
H 5.60 -2.28 0.27
N 2.27 4.88 0.09
H 5.58 -3.58 -1.60
H 3.12 -3.99 0.77
H -1.30 -3.64 3.38
H -0.41 -5.25 1.39
H 3.12 -1.71 -4.95
H -3.68 -3.99 0.06
O 1.86 -3.45 -3.29
H 3.49 0.25 -1.95
H 3.09 -2.28 0.37
C -1.34 -0.66 -3.03
H 3.81 -2.80 1.92
O -1.67 5.19 0.37
H 0.61 3.24 0.63
C -3.66 1.84 -1.89
H 3.02 5.59 0.05
H -4.96 0.14 2.42
H -4.54 2.11 2.22
H -0.52 2.77 -1.40
H 4.02 -0.67 -0.75
C 3.67 -3.05 0.83
H -0.50 3.22 4.49
H -1.53 2.68 0.07
H 1.04 -5.97 0.80
H -1.78 -3.27 1.83
H -0.51 -1.42 4.82
H 0.69 2.57 3.41
H -2.14 1.61 2.12
H 1.57 -0.80 4.32
H 2.98 -1.99 -2.54
H 0.16 5.96 -1.55
H -0.37 0.92 3.88
H 1.30 -4.75 1.97
H 1.33 -1.64 -2.29
H -5.02 2.33 -3.19
O -3.02 0.20 -4.66
H 3.54 1.15 1.65
H -0.78 3.52 2.74
H 1.43 0.96 -2.27
H 5.54 1.29 -1.13
H -2.23 -3.72 -2.29
H -0.57 -0.70 -3.75
C -0.38 2.80 3.51
N 2.94 1.11 2.49
H 5.48 -4.01 0.62
H -5.97 0.30 1.03
H -3.77 -1.84 1.05
N 1.59 3.03 1.00
C 1.50 2.02 -2.44
H -3.63 0.77 -4.17
H 1.34 -1.38 -5.02
C -1.47 -1.49 3.13
C -2.68 -0.92 -3.77
H 1.84 0.87 4.62
H -3.39 3.19 3.05
H -3.47 -1.05 -3.00
H -0.52 -1.36 2.76
H 2.41 -3.93 -2.64
C 2.55 3.90 0.90
C -0.89 4.49 -0.51
N -0.83 3.16 -0.50
H 0.53 3.01 -3.84
C -1.90 -2.92 2.87
H -0.49 0.53 0.99
H -2.77 2.20 -2.46
H 1.79 2.30 1.69
O -1.41 -1.25 4.53
H 3.09 1.78 3.27
H -3.57 -0.34 0.55
H 2.70 0.46 -0.45
C 2.20 -1.29 -4.41
H -3.42 0.94 -1.36
H 1.31 4.93 -0.46
H -1.05 -1.46 -2.34
H 0.17 0.46 -0.49
N 0.01 4.97 -1.37
H -2.95 -2.87 3.20
C 4.64 1.40 -0.54
C -2.84 -3.93 -0.61
C -4.37 -1.04 0.62
N 1.74 0.11 4.01
O 0.33 2.62 -2.98
H -2.35 -4.87 -0.65
H 0.78 -1.27 0.89
C 3.64 0.32 -0.92
C 5.01 -3.14 0.13
C 2.07 -2.09 -3.03
C -5.39 -0.41 1.56
H -1.47 -0.01 -0.43
O -4.85 -1.40 -0.61
H -3.96 3.61 1.53
H -3.99 2.63 -1.19
H 5.74 1.89 0.93
H -2.20 -3.09 -0.27
H 0.12 -3.32 0.23
H -2.07 -0.71 2.57
H -1.50 0.28 -2.51
H -6.02 -1.24 2.04
O -0.01 -1.35 0.27
C 0.59 -5.02 1.18
H 4.14 2.35 -0.74
H -2.69 -1.86 -4.35
O 3.73 3.90 1.66
H 0.36 4.32 -2.11
O -3.11 -3.62 -1.88
H -4.12 -1.83 -0.97
O 5.00 1.26 0.77
C -0.55 -0.06 0.10
O 1.97 -1.02 2.02
O 0.68 -4.11 0.13
H 2.36 2.12 -3.09
H 2.52 -0.22 -4.22
O 4.75 -3.36 -1.24
H 1.77 2.47 -1.52
O -0.99 1.52 3.52
*
```

The calculation puts the orbital gap at 9.184 eV. The value obtained for the calculated total energy is -65740.735 eV. The value obtained for the energy relative to the best compared isomer or geometry (same formula, charge and spin) is 148.3 kJ/mol.

Q: What is the energy relative to the best compared isomer or geometry (same formula, charge and spin) in the second record?
A: 148.3 kJ/mol

Q: Look up the calculated total energy of the first one.
A: -58094.123 eV